Entry 1:
{
  "formula": "C27H47O13P2S",
  "method": "ωB97M-V with the def2-TZVPD basis set",
  "e_tot_ev": -84784.7648,
  "mol_weight_g_mol": 673.67,
  "homo_energy_ha": -0.4213,
  "charge": 1,
  "species": ["C", "C", "O", "C", "P", "P", "S", "H", "H", "H", "H", "H", "H", "H", "H", "H", "H", "H", "O", "C", "O", "C", "C", "C", "H", "H", "H", "H", "H", "H", "O", "C", "O", "C", "C", "C", "H", "H", "H", "H", "H", "H", "O", "C", "O", "C", "C", "C", "H", "H", "H", "H", "H", "H", "O", "C", "O", "C", "C", "C", "H", "H", "H", "H", "H", "H", "O", "C", "O", "C", "C", "C", "H", "H", "H", "H", "H", "H", "O", "C", "O", "C", "C", "C", "H", "H", "H", "H", "H", "H"],
  "positions_angstrom": [[-0.04425, -2.16378, 1.53751], [-0.86267, -0.99875, 2.20555], [-2.00826, -0.78420, 1.36991], [-2.83885, 0.22272, 1.88979], [-4.59933, -0.37534, 1.53303], [-4.41812, -2.58684, 1.49197], [-3.58119, -3.26058, 3.10747], [0.81962, -1.76358, 0.98063], [-0.71178, -2.62804, 0.77827], [0.20794, -2.96235, 2.25310], [-0.23460, -0.08392, 2.27661], [-1.11687, -1.32041, 3.23439], [-2.73670, 1.17459, 1.32724], [-2.69058, 0.43904, 2.96581], [-4.89354, 0.04867, 0.20647], [-5.54143, 0.07343, 2.49549], [-3.65969, -2.99287, 0.35296], [-5.72168, -3.14263, 1.37808], [-2.93516, -4.86624, -0.79962], [-2.21455, -4.56517, -1.71573], [-1.60075, -5.47292, -2.49849], [-0.72814, -4.80289, -3.42891], [-1.26485, -3.39148, -3.52962], [-1.82720, -3.16614, -2.13568], [0.28973, -4.83257, -3.03575], [-0.75028, -5.32008, -4.38633], [-0.51003, -2.66483, -3.82624], [-2.07422, -3.35316, -4.26253], [-1.07041, -2.78657, -1.44716], [-2.69515, -2.50871, -2.14933], [2.45049, -4.40673, -4.50081], [3.03714, -5.44642, -4.37436], [3.97826, -5.88585, -5.23981], [4.40620, -7.20707, -4.86200], [4.06412, -7.32802, -3.39108], [2.81879, -6.46189, -3.27942], [3.86967, -7.93452, -5.47623], [5.47396, -7.31028, -5.04693], [3.91727, -8.35724, -3.06662], [4.86643, -6.89666, -2.78767], [1.90790, -7.02497, -3.49531], [2.74770, -5.97813, -2.30746], [-2.74363, 3.64058, 4.46109], [-2.01288, 3.99397, 3.57631], [-1.36831, 3.11702, 2.75949], [-0.48983, 3.84191, 1.87765], [-1.04514, 5.25086, 1.83630], [-1.63586, 5.40781, 3.22778], [0.52187, 3.80500, 2.28835], [-0.48861, 3.36984, 0.89432], [-0.29450, 6.00062, 1.58903], [-1.84251, 5.31553, 1.09231], [-0.88813, 5.76798, 3.95133], [-2.51026, 6.05618, 3.22571], [0.52178, 6.74856, 4.67365], [1.17619, 5.92671, 5.25410], [1.11411, 4.60006, 4.98113], [1.93046, 3.87603, 5.91904], [2.92960, 4.88984, 6.43983], [2.12976, 6.18258, 6.39257], [1.28576, 3.48255, 6.70876], [2.41420, 3.04239, 5.41212], [3.31491, 4.64472, 7.42842], [3.77879, 4.95869, 5.75600], [1.55387, 6.34075, 7.30642], [2.75953, 7.04441, 6.18591], [-3.44131, 6.61252, -0.14057], [-4.49385, 6.04836, -0.19965], [-5.14230, 5.79142, -1.36248], [-6.42314, 5.20592, -1.08308], [-6.29482, 4.61267, 0.30657], [-5.31321, 5.56390, 0.97218], [-7.18214, 5.99031, -1.13141], [-6.64943, 4.45158, -1.83533], [-7.24809, 4.52557, 0.82713], [-5.85291, 3.61326, 0.24385], [-5.81745, 6.41776, 1.42778], [-4.68619, 5.05783, 1.70388], [7.52033, -4.25400, -2.84301], [7.11672, -3.40388, -3.58289], [7.92543, -2.54307, -4.24711], [7.12789, -1.58449, -4.96050], [5.77447, -2.24482, -5.13528], [5.67080, -3.09727, -3.88198], [7.07083, -0.66842, -4.36624], [7.60177, -1.35579, -5.91381], [4.95879, -1.53251, -5.25378], [5.78728, -2.88954, -6.01708], [5.24482, -2.54103, -3.04439], [5.10955, -4.00752, -4.06163]],
  "mulliken_charge": [-0.660, -0.285, -0.236, -0.374, 0.056, 0.190, -0.296, 0.323, -0.128, 0.309, 0.186, 0.425, 0.233, 0.518, 0.192, 0.226, 0.061, 0.182, -0.592, 0.585, -0.359, -0.016, -0.770, -0.160, -0.111, 0.363, 0.370, 0.297, 0.089, 0.334, -0.573, 0.655, -0.372, -0.456, -0.636, -0.481, 0.330, 0.327, 0.371, 0.274, 0.362, 0.325, -0.682, 0.508, -0.316, -0.406, -0.275, 0.151, 0.165, 0.431, 0.428, -0.131, -0.242, 0.437, -0.633, 0.503, -0.273, -0.475, -0.532, -0.464, 0.277, 0.329, 0.336, 0.274, 0.282, 0.310, -0.574, 0.517, -0.363, -0.491, -0.329, -0.003, 0.264, 0.351, 0.372, 0.018, 0.281, -0.048, -0.585, 0.528, -0.377, -0.408, -0.570, 0.493, 0.240, 0.342, 0.377, 0.234, 0.338, -0.689]
}

Entry 2:
{
  "formula": "C44H32F3N2S4SbTi",
  "method": "ωB97M-V with the def2-TZVPD basis set",
  "e_tot_ev": -130274.7677,
  "mol_weight_g_mol": 943.64,
  "homo_energy_ha": -0.2572,
  "relative_energy_kcal_mol": 8.1,
  "species": ["Ti", "S", "C", "C", "C", "C", "C", "C", "S", "C", "C", "C", "C", "C", "C", "C", "S", "C", "C", "C", "C", "C", "C", "S", "N", "H", "H", "H", "H", "H", "H", "H", "H", "H", "H", "H", "H", "H", "H", "H", "F", "C", "C", "C", "C", "C", "C", "Sb", "C", "C", "C", "C", "F", "C", "C", "C", "C", "C", "C", "F", "C", "C", "H", "H", "H", "H", "H", "H", "H", "H", "H", "H", "H", "H", "N", "C", "C", "C", "C", "C", "C", "C", "H", "H", "H", "H", "H"],
  "positions_angstrom": [[0.49781, 0.69814, 0.52398], [2.32387, -0.94682, 0.33708], [2.84796, -1.19959, 1.98032], [4.05904, -1.83216, 2.27478], [4.42466, -2.06638, 3.58971], [3.59414, -1.67041, 4.63434], [2.39519, -1.03663, 4.35645], [2.02939, -0.79818, 3.03356], [0.48331, -0.04102, 2.66374], [-2.43875, 0.92834, 1.71567], [-2.48340, 0.45639, 0.44995], [-3.72795, -0.05563, -0.10518], [-3.86562, -0.24266, -1.42637], [-2.76174, 0.05036, -2.29641], [-1.57542, 0.39590, -1.74912], [-0.46388, 0.86567, -2.64219], [1.14911, 0.49196, -1.89665], [2.06815, 1.99025, -2.19480], [2.26746, 2.37947, -3.51747], [2.98974, 3.52162, -3.80696], [3.53383, 4.25844, -2.75919], [3.34989, 3.86206, -1.44826], [2.60700, 2.71503, -1.12085], [2.45805, 2.26545, 0.56321], [-1.34799, 0.43744, -0.38940], [4.70924, -2.13218, 1.46206], [5.36629, -2.55690, 3.80229], [3.88274, -1.85361, 5.66123], [1.73655, -0.72334, 5.15692], [-1.57984, 1.41896, 2.14685], [-3.30107, 0.81931, 2.35806], [-4.53849, -0.23672, 0.58887], [-4.80318, -0.59267, -1.84144], [-2.86328, 0.00057, -3.37145], [-0.51338, 1.94705, -2.77611], [-0.52637, 0.38726, -3.61713], [1.85960, 1.77505, -4.31927], [3.14141, 3.82455, -4.83434], [4.11271, 5.14968, -2.96791], [3.78317, 4.43846, -0.64008], [2.53856, -8.04319, 1.81531], [1.82860, -6.98262, 1.37668], [2.36814, -5.72156, 1.50708], [1.62574, -4.63822, 1.05034], [0.36665, -4.82006, 0.47904], [-0.14210, -6.11352, 0.36943], [0.58498, -7.20660, 0.81614], [-0.68888, -3.08164, -0.16971], [-2.56512, -3.67426, 0.68916], [-2.57538, -4.22624, 1.97151], [-3.76506, -4.52609, 2.62136], [-4.95310, -4.26431, 1.97002], [-6.11563, -4.55708, 2.59093], [-4.99362, -3.71167, 0.70753], [-3.79057, -3.41417, 0.07686], [-1.11186, -3.67373, -2.19134], [-0.18714, -3.24426, -3.14558], [-0.34435, -3.53775, -4.49420], [-1.45250, -4.26457, -4.87774], [-1.62531, -4.54720, -6.18611], [-2.38738, -4.71661, -3.97015], [-2.20609, -4.41971, -2.62410], [3.34401, -5.59535, 1.95711], [2.03888, -3.64108, 1.14762], [-1.12228, -6.27593, -0.06614], [0.20715, -8.21753, 0.73926], [-1.64131, -4.43612, 2.48125], [-3.78043, -4.95523, 3.61474], [-5.94822, -3.51677, 0.23541], [-3.82180, -2.95747, -0.90388], [0.68007, -2.66539, -2.83962], [0.37231, -3.21507, -5.23826], [-3.23366, -5.29568, -4.31650], [-2.92892, -4.79380, -1.91069], [-0.31527, 2.71545, 0.35498], [-0.76779, 3.75424, 0.20758], [-1.33491, 5.05604, 0.02282], [-0.48650, 6.15217, -0.12477], [-1.03749, 7.40728, -0.31062], [-2.41777, 7.56114, -0.34627], [-3.25658, 6.46399, -0.19765], [-2.72009, 5.20193, -0.01364], [0.58539, 6.00462, -0.09446], [-0.39209, 8.26754, -0.42702], [-2.84360, 8.54559, -0.49068], [-4.33006, 6.59404, -0.22638], [-3.35205, 4.33131, 0.10625]],
  "mulliken_charge": [0.408, -0.247, 0.060, -0.469, -0.677, -0.580, -0.842, 0.719, -0.514, -1.834, 1.204, -0.934, -0.780, -0.602, -0.176, -0.937, 0.268, 0.111, -0.393, -0.760, -0.644, -0.796, 0.703, -0.462, 1.645, 0.490, 0.392, 0.370, 0.455, 0.175, 0.297, 0.475, 0.420, 0.490, 0.504, 0.611, 0.430, 0.401, 0.385, 0.477, -0.343, 0.324, -0.615, -0.138, -0.266, -0.110, -0.731, 0.996, 0.148, -0.750, -0.613, 0.242, -0.350, -0.684, -0.561, 0.417, -0.647, -0.671, 0.326, -0.353, -0.680, -0.414, 0.502, 0.054, 0.376, 0.451, 0.456, 0.455, 0.456, 0.649, 0.367, 0.469, 0.449, 0.457, 0.442, -0.138, 0.267, -0.391, -0.599, -0.350, -0.637, -0.386, 0.547, 0.398, 0.390, 0.399, 0.545]
}

Entry 3:
{
  "formula": "C4H39N2O13S",
  "method": "ωB97M-V with the def2-TZVPD basis set",
  "e_tot_ev": -45214.0913,
  "mol_weight_g_mol": 355.42,
  "homo_energy_ha": [-0.0799, -0.3134],
  "spin_multiplicity": 2,
  "species": ["N", "C", "C", "C", "S", "C", "N", "H", "H", "H", "H", "H", "H", "H", "H", "H", "H", "H", "H", "H", "H", "H", "O", "H", "H", "O", "H", "H", "O", "H", "H", "O", "H", "H", "O", "H", "H", "O", "H", "H", "O", "H", "H", "O", "H", "H", "O", "H", "H", "O", "H", "H", "O", "H", "H", "O", "H", "H", "O"],
  "positions_angstrom": [[0.10276, 2.16596, -1.24435], [-0.16097, 0.79723, -0.66610], [1.13410, 0.26032, -0.06825], [0.89260, -0.97850, 0.79460], [2.43481, -1.51760, 1.62302], [-0.65662, -0.03702, -1.84665], [-2.03079, 0.41096, -2.17576], [0.29803, 2.86743, -0.48440], [-0.72448, 2.46891, -1.75197], [0.98397, 2.14882, -1.84617], [-0.91699, 0.89192, 0.11195], [1.58950, 1.02694, 0.56912], [1.89025, 0.02148, -0.82133], [0.56455, -1.81583, 0.18152], [0.11298, -0.80928, 1.52715], [2.30875, -0.80755, 2.75424], [0.03622, 0.06813, -2.68665], [-0.63614, -1.09439, -1.53919], [-2.13173, 0.58425, -3.16674], [-2.67827, -0.32883, -1.91610], [-3.87616, -0.43805, 1.15449], [-3.28416, -1.75926, 0.59757], [-3.38643, -1.23997, 1.43638], [2.21489, -3.14398, -0.84835], [1.79159, -3.97687, -2.03219], [1.55444, -3.12378, -1.58905], [-0.42876, 1.07945, 3.11406], [0.10389, 1.50019, 4.51387], [0.41206, 1.25893, 3.61528], [-1.75100, -2.64151, 2.15573], [-1.27969, -4.02501, 2.66190], [-1.05029, -3.31372, 2.06171], [2.62351, 3.30475, 3.09833], [1.58256, 2.14784, 2.78767], [2.23446, 2.78938, 2.38964], [1.29322, 3.61630, 1.34360], [1.09071, 4.93450, 0.50630], [0.71780, 4.05685, 0.66514], [-2.28130, 0.03549, 2.09915], [-2.47906, 1.55964, 2.02118], [-1.81963, 0.90053, 2.24086], [4.98591, 1.85318, -0.31632], [3.71788, 2.13635, 0.55667], [4.01303, 1.82857, -0.31138], [1.94714, -1.72074, -2.56200], [2.35933, -1.20127, -3.99155], [2.26087, -0.92630, -3.07622], [-3.34773, 0.93149, -0.56713], [-4.72012, 1.52124, -0.14693], [-3.89551, 1.16578, 0.20955], [-0.93448, -3.75417, 0.40110], [-0.08382, -3.52442, -0.91144], [-0.96933, -3.83621, -0.58099], [3.00114, 1.81600, -1.75580], [2.43379, 0.77717, -2.80245], [2.41219, 1.73301, -2.54455], [-3.93739, -3.13091, -1.09879], [-2.40077, -3.02965, -0.89647], [-3.23737, -2.48419, -0.94650]],
  "mulliken_charge": [-0.019, 0.830, 0.219, -0.309, -0.193, -0.680, -0.478, 0.266, 0.442, 0.519, -0.353, -0.684, 0.375, -0.477, 0.069, 0.150, 0.542, -0.078, 0.239, 0.267, 0.350, 0.409, -0.809, 0.089, -0.177, 0.253, 0.431, 0.261, -0.581, 0.315, 0.231, -0.558, 0.275, 0.356, -0.676, 0.391, 0.308, -0.744, 0.378, 0.242, -0.734, 0.262, 0.252, -0.613, 0.054, 0.340, -0.697, 0.354, 0.245, -0.650, 0.498, 0.135, -0.880, 0.422, 0.381, -0.807, 0.264, 0.444, -0.662]
}

Entry 4:
{
  "formula": "C4H12N2O",
  "method": "ωB97M-V with the def2-TZVPD basis set",
  "e_tot_ev": -9368.3251,
  "mol_weight_g_mol": 104.15,
  "homo_energy_ha": -0.3154,
  "relative_energy_kcal_mol": 66.2,
  "species": ["H", "N", "C", "C", "O", "C", "H", "H", "H", "H", "H", "H", "C", "N", "H", "H", "H", "H", "H"],
  "positions_angstrom": [[-0.88460, -0.79747, -2.15747], [-0.51684, -1.07540, -1.25514], [0.15301, -0.16068, -0.67014], [0.41870, 1.22795, -1.19707], [1.47377, -0.55343, 0.05605], [1.84162, -1.90635, 0.01194], [0.87058, 1.83475, -0.41560], [1.11922, 1.16700, -2.02929], [-0.50147, 1.68598, -1.55850], [1.57409, -2.41124, 0.95531], [1.32432, -2.42966, -0.80452], [2.91700, -1.97994, -0.16067], [-1.72961, 1.26430, 1.30817], [-0.83022, 0.13437, 1.08290], [-2.41586, 1.33584, 0.46541], [-1.14147, 2.17940, 1.35215], [-2.30835, 1.15783, 2.23006], [-1.33497, -0.75121, 1.06389], [-0.02890, 0.07797, 1.72250]],
  "mulliken_charge": [0.202, -0.930, 1.347, -1.469, -0.412, -0.722, 0.296, 0.373, 0.379, 0.224, 0.349, 0.221, -0.887, -0.523, 0.321, 0.302, 0.315, 0.320, 0.295]
}

- What is the formula in the third record?
  C4H39N2O13S

- What is the formula in the second record?
  C44H32F3N2S4SbTi